[1]
DFT (ωB97M-V/def2-TZVPD) results for a structure of composition C23H30O6 in a non-equilibrium geometry.

Structure (ORCA input):
```
! wB97M-V def2-TZVPD RIJCOSX def2/J DEFGRID3
* xyz 0 1
C -5.283 -2.814 0.363
C -5.451 -1.377 -0.032
O -6.224 -0.867 -0.871
O -4.795 -0.608 0.727
C -4.885 0.640 0.366
H -5.644 0.911 -0.279
H -5.397 1.185 1.578
C -3.597 1.468 0.048
O -3.334 2.556 0.515
C -2.621 0.658 -0.810
O -3.473 -0.104 -1.406
H -3.005 -0.588 -2.247
C -2.036 1.540 -1.919
H -2.598 2.742 -1.726
H -2.160 1.314 -2.948
C -0.664 1.920 -1.284
H -0.309 2.849 -1.376
H 0.041 1.386 -2.018
C -0.374 1.483 -0.057
C 0.904 1.088 0.614
C 1.814 2.241 0.260
C 3.112 2.032 1.106
C 3.832 0.830 0.389
C 5.044 0.774 0.084
C 5.831 -0.275 -0.828
O 7.050 -0.352 -1.020
C 5.090 -1.935 -0.479
C 3.625 -1.379 -0.728
H 2.986 -2.529 -0.493
H 3.478 -1.214 -1.646
C 2.987 -0.415 0.236
C 2.909 -1.138 1.582
H 3.982 -1.156 2.122
H 2.465 -2.226 1.674
H 2.339 -0.545 2.386
C 1.598 0.037 -0.194
C 0.614 -1.325 -0.391
O 0.837 -2.423 0.438
C -0.791 -0.944 -0.771
H -0.753 -0.584 -1.740
H -1.322 -1.956 -0.570
C -1.557 0.238 0.235
C -1.877 -0.375 1.424
H -2.653 -1.179 1.367
H -1.032 -0.775 1.774
H -1.919 0.430 2.024
H 1.752 0.011 -1.242
H 5.614 -2.607 -1.163
H 5.295 -2.066 0.415
H 5.558 1.702 0.004
H 3.924 2.839 0.776
H 3.141 1.805 1.973
H 2.171 2.556 -0.803
H 1.491 3.026 0.953
H 0.970 0.729 1.676
H -0.857 2.213 0.904
H -6.202 -3.482 -0.102
H -5.216 -2.937 1.392
H -4.425 -3.026 -0.260
*
```

The value obtained for the relative energy (zero: lowest compared OMol25 entry of this formula, charge and spin) is 1894.50 kJ/mol. Its HOMO energy is -7.996 eV. The value obtained for the gap between HOMO and LUMO is 7.7342 eV.

[2]
DFT (ωB97M-V/def2-TZVPD) results for a cluster of 2 separate species, C17H19NO in total in a non-equilibrium geometry.

Structure (ORCA input):
```
! wB97M-V def2-TZVPD RIJCOSX def2/J DEFGRID3
* xyz 0 1
C -1.739 0.364 -2.776
C -0.306 -0.089 -2.749
C 0.740 0.710 -3.074
N 1.925 0.023 -2.833
C 1.602 -1.287 -2.523
C 2.554 -2.252 -2.216
C 1.938 -3.421 -1.806
C 0.579 -3.580 -1.820
C -0.397 -2.626 -2.199
C 0.209 -1.420 -2.438
H -2.058 0.444 -1.715
H -2.446 -0.273 -3.347
H -1.854 1.386 -3.134
H 0.725 1.755 -3.324
H 2.853 0.418 -2.770
H 3.590 -2.028 -2.254
H 2.543 -4.144 -1.270
H 0.090 -4.437 -1.340
H -1.436 -2.854 -2.216
C -3.000 1.502 2.769
C -2.172 1.926 1.516
C -0.733 1.558 1.868
C -0.056 0.485 1.251
C 1.231 0.115 1.746
C 1.568 0.707 2.940
O 2.709 0.287 3.588
C 0.935 1.744 3.571
C -0.200 2.229 2.949
H -2.992 2.413 3.384
H -2.647 0.684 3.388
H -4.052 1.484 2.550
H -2.416 1.218 0.719
H -2.259 2.918 1.022
H -0.578 0.014 0.405
H 1.860 -0.623 1.214
H 2.934 -0.589 3.169
H 1.396 2.115 4.478
H -0.641 3.126 3.277
*
```

The value obtained for the relative energy (zero: lowest compared OMol25 entry of this formula, charge and spin) is 252.34 kJ/mol. Its HOMO energy is -7.842 eV. As for the SMILES: Cc1c[nH]c2ccccc12.CCc1ccc(O)cc1. The value obtained for the gap between HOMO and LUMO is 8.5836 eV.

[3]
DFT (ωB97M-V/def2-TZVPD) results for a structure of composition C60H105AsF6N15 in a non-equilibrium geometry.

Structure (ORCA input):
```
! wB97M-V def2-TZVPD RIJCOSX def2/J DEFGRID3
* xyz -1 1
As -0.807 -0.072 0.651
F -2.307 0.229 -0.266
F -1.393 -1.697 1.095
F 0.718 -0.255 1.626
F -0.219 1.557 0.118
F -1.573 0.590 2.160
F -0.031 -0.717 -0.799
C -6.471 1.862 -0.171
C -5.513 0.886 -0.905
C -5.277 1.189 -2.404
C -5.160 2.599 -2.786
N -5.017 3.725 -3.075
H -6.618 1.607 0.878
H -7.463 1.866 -0.623
H -6.076 2.865 -0.329
H -5.956 -0.103 -0.790
H -4.559 0.935 -0.380
H -6.084 0.838 -3.047
H -4.376 0.649 -2.695
C 0.415 5.496 2.057
C 1.191 4.153 2.008
C 0.562 2.918 2.779
C 0.488 3.126 4.236
N 0.477 3.237 5.360
H -0.625 5.402 1.743
H 0.976 6.186 1.426
H 0.387 5.811 3.100
H 2.178 4.116 2.468
H 1.235 3.836 0.966
H 1.175 2.045 2.554
H -0.491 2.798 2.523
C 3.168 -4.586 0.971
C 2.468 -3.285 0.417
C 2.223 -3.244 -1.117
C 1.436 -4.386 -1.590
N 0.815 -5.269 -1.995
H 2.576 -5.435 0.628
H 3.118 -4.640 2.058
H 4.173 -4.624 0.551
H 3.071 -2.438 0.744
H 1.496 -3.272 0.908
H 3.181 -3.374 -1.619
H 1.709 -2.368 -1.511
C 5.372 0.879 -5.394
C 4.892 0.035 -6.600
C 3.363 0.119 -6.798
C 2.555 -0.502 -5.757
N 1.978 -1.026 -4.881
H 4.809 1.802 -5.255
H 6.391 1.180 -5.640
H 5.328 0.344 -4.446
H 5.136 -1.019 -6.469
H 5.443 0.446 -7.445
H 3.093 -0.469 -7.675
H 3.028 1.141 -6.977
C 5.181 2.369 -1.516
C 3.819 1.785 -1.017
C 3.799 1.286 0.454
C 4.550 0.081 0.777
N 5.196 -0.860 0.993
H 5.538 3.271 -1.018
H 5.119 2.619 -2.575
H 5.945 1.611 -1.345
H 3.501 0.942 -1.630
H 3.021 2.512 -1.170
H 2.766 1.144 0.772
H 4.172 2.077 1.104
C 2.221 5.209 -2.161
C 2.444 6.713 -2.337
C 2.924 7.064 -3.733
C 4.287 6.588 -4.006
N 5.364 6.260 -4.214
H 1.505 4.914 -2.927
H 1.783 4.977 -1.190
H 3.164 4.665 -2.218
H 3.111 7.069 -1.552
H 1.486 7.203 -2.159
H 2.986 8.140 -3.892
H 2.222 6.746 -4.503
C -2.304 -3.737 -4.448
C -1.904 -2.262 -4.242
C -2.042 -1.769 -2.788
C -3.320 -2.003 -2.126
N -4.338 -2.223 -1.660
H -3.370 -3.847 -4.250
H -1.659 -4.380 -3.849
H -2.168 -4.048 -5.484
H -2.488 -1.633 -4.914
H -0.849 -2.138 -4.486
H -1.739 -0.724 -2.719
H -1.364 -2.312 -2.130
C -4.284 -3.580 2.998
C -3.941 -2.076 3.125
C -4.484 -1.219 1.896
C -5.910 -1.381 1.596
N -7.054 -1.475 1.387
H -4.037 -4.100 3.923
H -3.806 -4.121 2.181
H -5.357 -3.722 2.867
H -2.877 -1.858 3.218
H -4.446 -1.584 3.957
H -3.925 -1.560 1.024
H -4.272 -0.155 2.000
C 5.697 -1.847 -2.347
C 5.667 -2.589 -3.676
C 6.951 -2.540 -4.536
C 8.134 -3.010 -3.856
N 9.077 -3.385 -3.346
H 4.703 -1.568 -1.997
H 6.160 -0.872 -2.499
H 6.273 -2.335 -1.560
H 4.809 -2.354 -4.304
H 5.543 -3.637 -3.402
H 7.109 -1.501 -4.825
H 6.906 -3.133 -5.450
C -3.288 4.540 2.946
C -3.462 3.457 1.854
C -2.866 3.879 0.479
C -3.394 5.207 -0.024
N -3.824 6.249 -0.416
H -2.262 4.639 3.301
H -3.858 4.350 3.856
H -3.546 5.530 2.572
H -4.531 3.315 1.694
H -2.929 2.580 2.221
H -3.293 3.188 -0.246
H -1.777 3.919 0.514
C -0.458 -2.904 4.488
C 0.070 -4.111 3.754
C 0.016 -5.376 4.623
C -1.304 -5.838 5.075
N -2.352 -6.235 5.412
H -0.704 -2.126 3.764
H 0.339 -2.633 5.180
H -1.357 -3.051 5.086
H 0.997 -3.958 3.202
H -0.666 -4.249 2.961
H 0.637 -5.231 5.507
H 0.508 -6.144 4.026
C -2.007 0.542 5.342
C -2.568 1.916 5.795
C -4.095 1.905 6.111
C -4.889 1.850 4.832
N -5.452 1.797 3.827
H -2.261 0.343 4.301
H -2.523 -0.302 5.800
H -0.936 0.393 5.483
H -2.280 2.724 5.122
H -2.058 2.090 6.743
H -4.480 2.807 6.586
H -4.408 1.078 6.747
C 2.050 -0.165 5.935
C 2.133 -0.388 4.434
C 3.190 -1.441 3.875
C 4.591 -1.277 4.276
N 5.746 -1.134 4.590
H 1.341 0.631 6.166
H 3.027 0.194 6.259
H 1.733 -1.077 6.442
H 2.309 0.578 3.960
H 1.161 -0.627 4.001
H 3.109 -1.395 2.789
H 2.864 -2.415 4.241
C -4.509 -6.388 -0.131
C -3.339 -6.010 -1.051
C -2.196 -5.306 -0.324
C -1.707 -6.091 0.892
N -1.349 -6.671 1.805
H -4.770 -5.492 0.432
H -4.165 -7.128 0.591
H -5.366 -6.801 -0.663
H -3.559 -5.510 -1.994
H -2.927 -6.957 -1.401
H -2.396 -4.283 -0.003
H -1.347 -5.219 -1.002
C -1.490 3.892 -2.866
C -1.616 2.379 -3.234
C -0.237 1.801 -3.500
C 0.500 2.288 -4.694
N 1.123 2.641 -5.664
H -1.128 4.510 -3.687
H -0.779 4.102 -2.066
H -2.449 4.390 -2.721
H -2.112 2.331 -4.203
H -2.189 1.783 -2.523
H -0.247 0.716 -3.600
H 0.459 2.005 -2.687
*
```

Its HOMO energy is -8.985 eV. The value obtained for the gap between HOMO and LUMO is 10.7240 eV.

no.,E_LUMO (eV)
1,-0.3
2,0.7
3,1.7